53
Properties=species:S:1:pos:R:3:lowdin_charge:R:1 method="wB97M-V/def2-TZVPD" energy_ev=-47186.272 charge=+2 gap_ev=5.0 lumo_energy_ev=-8.94
Au 0.607 0.011 -0.347 1.082
O 0.338 1.615 -1.896 -0.199
N -0.084 1.264 -3.078 -0.207
C 0.005 2.167 -4.069 0.021
C -0.458 1.898 -5.335 -0.001
C -1.038 0.662 -5.610 -0.009
C -1.092 -0.273 -4.601 -0.053
C -0.616 0.036 -3.322 -0.594
S -0.728 -1.116 -2.052 0.830
H 0.458 3.107 -3.799 0.153
H -0.363 2.650 -6.101 0.129
H -1.430 0.442 -6.592 0.132
H -1.498 -1.260 -4.760 0.122
C 2.013 -4.096 0.498 0.008
C 2.980 -3.889 1.470 0.013
C 3.125 -2.619 2.004 0.039
C 2.307 -1.589 1.546 -0.189
N 1.414 -1.805 0.573 0.008
C 1.263 -3.016 0.061 -0.095
C 2.374 -0.229 2.089 -0.197
C 2.914 0.045 3.345 0.033
C 2.917 1.350 3.808 0.005
C 2.391 2.348 3.002 0.002
C 1.872 1.997 1.766 -0.081
N 1.859 0.748 1.332 0.015
H 1.846 -5.071 0.073 0.130
H 3.610 -4.699 1.803 0.135
H 3.877 -2.419 2.749 0.127
H 0.524 -3.132 -0.719 0.079
H 3.303 -0.751 3.957 0.124
H 3.327 1.584 4.778 0.132
H 2.394 3.376 3.323 0.128
H 1.450 2.737 1.103 0.124
C -1.229 3.748 0.259 -0.045
N -1.641 3.251 1.547 -0.132
C -2.521 4.126 2.282 -0.043
C -1.424 1.931 1.838 -0.504
O -1.145 1.123 0.948 -0.092
N -1.543 1.519 3.137 -0.135
C -1.331 2.322 4.317 -0.053
C -1.660 0.102 3.383 -0.039
H -0.547 4.589 0.399 0.099
H -2.090 4.108 -0.305 0.101
H -0.732 2.963 -0.308 0.049
H -3.172 4.643 1.574 0.099
H -1.961 4.897 2.820 0.098
H -3.145 3.577 2.981 0.095
H -0.895 3.286 4.074 0.083
H -0.647 1.795 4.988 0.093
H -2.264 2.477 4.863 0.101
H -1.933 -0.398 2.457 0.088
H -2.436 -0.069 4.131 0.103
H -0.717 -0.313 3.753 0.087

62
Properties=species:S:1:pos:R:3:lowdin_charge:R:1 method="wB97M-V/def2-TZVPD" energy_ev=-103105.802 charge=+1 gap_ev="8.8 / 5.5" spin_multiplicity=6 e_above_lowest_kcal_mol=0.0 lumo_energy_ev="-3.17 / -6.49"
Co -0.415 -0.117 0.439 0.818
C 0.361 -3.470 2.730 0.002
C -0.193 -2.930 1.583 -0.083
N 0.231 -1.668 1.431 -0.043
N 1.044 -1.378 2.475 0.046
C 1.129 -2.449 3.270 -0.005
B 1.616 0.060 2.700 -0.622
N 0.407 1.009 2.963 0.063
C -0.025 1.697 4.024 -0.007
C -1.266 2.249 3.728 -0.001
C -1.546 1.831 2.444 -0.088
N -0.526 1.098 1.973 -0.031
N 2.260 0.518 1.359 0.034
C 3.424 1.136 1.114 -0.029
C 3.486 1.442 -0.234 -0.017
C 2.281 0.983 -0.752 -0.105
N 1.549 0.431 0.216 -0.027
N 2.648 0.015 3.787 -0.026
C 3.842 -0.641 3.731 -0.101
C 4.382 -0.635 4.987 -0.046
C 3.429 0.045 5.772 -0.131
N 2.390 0.423 5.055 0.075
H 0.213 -4.458 3.129 0.114
H -0.889 -3.361 0.881 0.125
H 1.724 -2.420 4.168 0.138
H 0.573 1.727 4.917 0.112
H -1.881 2.848 4.375 0.114
H -2.428 1.981 1.841 0.131
H 4.128 1.321 1.907 0.134
H 4.290 1.925 -0.759 0.109
H 1.913 1.020 -1.765 0.113
H 4.207 -1.068 2.810 0.129
H 5.323 -1.054 5.297 0.101
H 3.463 0.272 6.825 0.110
C 0.029 -1.072 -5.534 -0.168
Si -1.670 -0.479 -5.042 0.515
C -2.798 -1.867 -4.525 -0.177
C -2.448 0.542 -6.392 -0.177
C -1.438 0.709 -3.546 -0.186
C -1.699 2.082 -3.659 -0.030
C -1.526 2.938 -2.587 0.011
C -1.100 2.418 -1.361 -0.071
N -0.865 1.133 -1.216 -0.051
C -1.015 0.288 -2.274 -0.679
S -0.615 -1.324 -1.864 0.953
H -0.038 -1.706 -6.421 0.044
H 0.492 -1.662 -4.742 0.017
H 0.689 -0.236 -5.774 0.040
H -3.211 -2.342 -5.418 0.043
H -3.638 -1.510 -3.927 0.046
H -2.275 -2.634 -3.953 0.015
H -2.665 -0.107 -7.243 0.045
H -1.793 1.338 -6.752 0.041
H -3.395 0.984 -6.078 0.044
H -2.034 2.485 -4.605 0.108
H -1.718 3.997 -2.679 0.124
H -0.956 3.046 -0.490 0.129
F -2.334 -0.443 0.444 -0.112
B -3.174 -1.140 1.627 -1.166
F -2.333 -1.033 2.711 0.162
F -3.331 -2.414 1.175 0.180
F -4.288 -0.373 1.704 0.196

53
Properties=species:S:1:pos:R:3:lowdin_charge:R:1 method="wB97M-V/def2-TZVPD" energy_ev=-114667.100 gap_ev=8.4 smiles="COc1ccccc1N1CCN(S(=O)(=O)CCNC(=O)c2ccccc2Br)CC1" e_above_lowest_kcal_mol=10.6 lumo_energy_ev=0.61
C -3.665 -3.075 0.595 -0.079
O -3.471 -1.731 0.233 -0.130
C -4.464 -0.819 0.499 -0.191
C -5.641 -1.159 1.150 -0.030
C -6.606 -0.208 1.438 -0.097
C -6.402 1.105 1.062 -0.098
C -5.242 1.451 0.395 -0.028
C -4.245 0.519 0.102 -0.154
N -3.128 0.970 -0.599 -0.094
C -2.304 0.122 -1.426 -0.130
C -1.007 -0.298 -0.722 -0.165
N -0.321 0.903 -0.291 -0.252
S 1.310 0.817 0.042 0.666
O 1.824 -0.414 -0.484 -0.272
O 1.571 1.110 1.427 -0.284
C 1.937 2.206 -0.959 -0.177
C 3.274 2.635 -0.362 -0.195
N 4.070 1.479 -0.016 0.005
C 4.508 0.652 -1.004 -0.503
O 4.443 0.939 -2.180 0.093
C 5.106 -0.628 -0.518 -0.177
C 4.650 -1.808 -1.097 -0.016
C 5.154 -3.032 -0.699 -0.067
C 6.139 -3.091 0.274 -0.078
C 6.620 -1.927 0.846 -0.130
C 6.098 -0.707 0.451 -0.596
Br 6.820 0.866 1.244 0.784
C -1.122 1.695 0.612 -0.173
C -2.402 2.124 -0.123 -0.136
H -3.780 -3.191 1.678 0.098
H -2.763 -3.595 0.274 0.096
H -4.532 -3.510 0.088 0.098
H -5.812 -2.178 1.458 0.100
H -7.507 -0.501 1.953 0.101
H -7.146 1.857 1.271 0.101
H -5.105 2.471 0.071 0.111
H -2.866 -0.757 -1.731 0.127
H -2.038 0.702 -2.319 0.130
H -0.342 -0.833 -1.398 0.119
H -1.245 -0.942 0.134 0.124
H 1.195 2.996 -0.941 0.097
H 2.064 1.811 -1.962 0.102
H 3.118 3.215 0.547 0.126
H 3.837 3.227 -1.090 0.132
H 3.888 1.086 0.896 0.113
H 3.880 -1.737 -1.849 0.120
H 4.783 -3.939 -1.149 0.105
H 6.542 -4.043 0.586 0.105
H 7.397 -1.961 1.595 0.097
H -0.535 2.560 0.921 0.118
H -1.387 1.117 1.509 0.138
H -3.024 2.708 0.553 0.117
H -2.122 2.743 -0.984 0.129

51
Properties=species:S:1:pos:R:3:lowdin_charge:R:1 method="wB97M-V/def2-TZVPD" energy_ev=-55297.377 gap_ev=8.8 smiles="COc1ccc(CNCCCC(=O)Nc2c(Cl)ccc(C)c2Cl)cc1OC" e_above_lowest_kcal_mol=1.5 lumo_energy_ev=0.67
C 2.495 3.184 -0.335 -0.070
O 1.294 3.310 0.392 -0.071
C 0.161 2.649 0.017 -0.221
C -0.974 3.017 0.734 -0.037
C -2.201 2.418 0.523 -0.071
C -2.328 1.434 -0.440 -0.240
C -3.632 0.727 -0.706 -0.179
N -3.451 -0.718 -0.633 -0.075
C -3.365 -1.226 0.727 -0.242
C -3.067 -2.727 0.721 -0.164
C -1.889 -3.125 -0.180 -0.105
C -0.536 -2.807 0.427 -0.509
O 0.178 -3.632 0.946 0.063
N -0.194 -1.490 0.309 0.105
C 1.009 -0.946 0.785 -0.277
C 1.012 0.008 1.803 -0.562
Cl -0.480 0.436 2.552 0.808
C 2.188 0.592 2.232 -0.090
C 3.387 0.204 1.660 -0.045
C 3.437 -0.764 0.667 -0.290
C 4.732 -1.190 0.054 -0.071
C 2.235 -1.323 0.238 -0.513
Cl 2.250 -2.501 -1.019 0.804
C -1.208 1.077 -1.183 0.000
C 0.037 1.656 -0.973 -0.194
O 1.154 1.297 -1.686 -0.110
C 1.013 0.383 -2.747 -0.082
H 2.893 2.169 -0.287 0.078
H 3.189 3.872 0.150 0.096
H 2.366 3.477 -1.379 0.098
H -0.855 3.783 1.483 0.123
H -3.053 2.720 1.112 0.113
H -4.399 1.090 -0.002 0.118
H -3.965 0.966 -1.722 0.125
H -4.219 -1.183 -1.108 0.120
H -4.298 -1.056 1.294 0.122
H -2.578 -0.676 1.247 0.065
H -2.878 -3.058 1.744 0.120
H -3.955 -3.254 0.360 0.109
H -1.991 -2.615 -1.138 0.108
H -1.919 -4.204 -0.339 0.120
H -0.911 -0.827 0.041 0.089
H 2.164 1.339 3.009 0.112
H 4.305 0.660 1.998 0.116
H 4.716 -1.015 -1.020 0.074
H 5.563 -0.645 0.492 0.078
H 4.887 -2.256 0.210 0.080
H -1.333 0.324 -1.945 0.116
H 0.688 -0.601 -2.397 0.060
H 2.007 0.293 -3.182 0.099
H 0.316 0.753 -3.506 0.100

55
Properties=species:S:1:pos:R:3:lowdin_charge:R:1 method="wB97M-V/def2-TZVPD" energy_ev=-60913.887 gap_ev="7.1 / 6.4" spin_multiplicity=6 e_above_lowest_kcal_mol=10.9 lumo_energy_ev="0.38 / -1.80"
Ir 0.058 -0.062 -0.611 1.401
N 2.192 -1.328 -0.350 -0.056
C 2.612 -1.349 1.049 -0.158
C 2.289 -0.033 1.726 -0.487
O 3.028 0.438 2.565 0.083
N 1.063 0.504 1.351 -0.061
C 0.692 1.677 1.944 -0.113
C 0.780 3.012 0.741 -0.571
O 1.002 4.040 1.332 0.107
O 0.403 2.643 -0.377 -0.059
H 2.055 -2.253 -0.737 0.067
H 2.865 -0.850 -0.935 0.064
H 3.671 -1.548 1.192 0.121
H 2.049 -2.123 1.572 0.115
H 1.299 2.001 2.779 0.108
H -0.382 1.760 2.103 0.093
S -2.165 -3.940 -1.782 1.022
C -1.047 -4.364 -0.566 -0.424
C -0.376 -3.274 -0.101 -0.233
C -0.759 -2.042 -0.726 -0.337
C -1.728 -2.272 -1.665 -0.535
C -2.339 -1.233 -2.507 -0.291
C -3.458 -1.428 -3.318 -0.023
C -3.969 -0.362 -4.032 -0.058
C -3.362 0.884 -3.930 -0.063
C -2.254 0.991 -3.113 -0.138
N -1.757 -0.035 -2.428 0.026
H -0.947 -5.397 -0.257 0.066
H 0.355 -3.354 0.696 0.080
H -3.919 -2.407 -3.372 0.098
H -4.838 -0.497 -4.663 0.109
H -3.729 1.741 -4.478 0.102
H -1.721 1.936 -3.007 0.109
N -1.819 0.986 0.310 0.103
C -2.303 2.037 0.253 -0.241
N -2.854 3.228 0.187 -0.065
C -2.256 4.299 -0.639 -0.125
C -3.246 4.711 -1.717 -0.174
C -4.583 5.113 -1.087 -0.196
C -5.150 3.972 -0.236 -0.178
C -4.148 3.524 0.820 -0.132
H -1.305 3.949 -1.034 0.106
H -2.047 5.144 0.023 0.134
H -3.405 3.862 -2.391 0.102
H -2.824 5.528 -2.304 0.117
H -5.300 5.394 -1.860 0.109
H -4.432 5.995 -0.455 0.116
H -5.393 3.120 -0.878 0.117
H -6.070 4.282 0.264 0.113
H -4.489 2.638 1.349 0.127
H -3.992 4.319 1.554 0.128
Cl 1.533 -0.966 -3.386 0.461
C 1.172 0.506 -2.425 -0.750
H 0.577 1.172 -3.038 -0.030
H 2.104 0.984 -2.134 -0.011